Entry from OMol25: C7H17N as an isolated structure in a non-equilibrium geometry (ωB97M-V/def2-TZVPD).

Each line ends with the Mulliken charge.
Atoms and positions in Å:
1 C -2.920 -0.400 1.038  -0.506
2 N 0.060 0.558 -0.516  -0.437
3 C 0.459 -0.418 0.279  0.296
4 C 1.192 0.105 -1.419  0.382
5 C 1.674 -1.369 -1.755  -1.424
6 C 2.390 1.059 -1.313  -1.259
7 C 1.002 -0.213 1.571  -0.941
8 C -3.160 1.119 1.079  -0.902
9 H -3.822 -0.740 1.654  0.339
10 H -2.877 -0.710 -0.043  0.201
11 H -1.961 -0.603 1.574  0.041
12 H 0.217 -1.550 0.028  0.182
13 H 0.725 0.239 -2.466  0.227
14 H 2.285 -1.174 -2.663  0.456
15 H 0.842 -2.038 -2.172  0.333
16 H 2.283 -1.873 -0.946  0.357
17 H 2.112 2.108 -1.137  0.350
18 H 3.022 0.892 -2.251  0.345
19 H 3.024 0.738 -0.417  0.235
20 H 1.114 -1.185 2.387  0.281
21 H 0.179 0.305 2.124  0.257
22 H 1.827 0.549 1.816  0.332
23 H -2.487 1.890 0.505  0.251
24 H -2.975 1.366 2.140  0.248
25 H -4.205 1.345 0.902  0.356

As for the energy: -331.45851 Ha. As for the largest force on an atom: 6.83 eV/A. The value obtained for the energy above the lowest of the compared OMol25 structures with the same formula, charge and spin is 133.3 kcal/mol. The LUMO energy comes out at 0.58 eV. Its orbital gap is 8.388 eV. As for the charge: 0.